i:
Formula: C3H10S3
Source: OMol25
Level of theory: wB97M-V/def2-TZVPD

**HOMO level**: -8.84 eV
**HOMO-LUMO gap**: 9.5252 eV

Element x y z (Å)
C1 2.05383 -1.40506 -3.34586
C2 1.19423 -0.21742 -2.76847
S1 -0.35602 -0.74023 -2.01139
H1 1.83469 -1.51458 -4.39687
H2 2.11192 -2.22276 -2.63007
H3 3.06974 -1.00845 -3.28153
H4 1.74236 0.25557 -1.96332
H5 1.10431 0.43045 -3.63608
H6 -0.40024 -2.04601 -2.11213
C3 -1.56008 0.46198 3.26293
S2 -2.84686 0.98777 4.31335
S3 -2.65177 3.03851 4.26700
H7 -1.73678 0.49133 2.18833
H8 -1.35202 -0.56171 3.58753
H9 -0.66125 1.04456 3.47528
H10 -1.54605 3.00604 5.05131

These are the Löwdin partial charges, in e, on atoms 1 to 2:
1 C -0.16
2 C -0.62

=====

ii:
Formula: C3H10S3
Source: OMol25
Level of theory: wB97M-V/def2-TZVPD

**HOMO level**: -8.56 eV
**HOMO-LUMO gap**: 8.9970 eV

Element x y z (Å)
C1 -1.26096 -0.16586 -0.65449
C2 -0.46731 -1.17132 -1.45215
S1 -1.12251 -2.83275 -1.00604
H1 -2.31622 -0.13009 -0.93012
H2 -1.26641 -0.45045 0.39469
H3 -0.80680 0.82036 -0.75284
H4 0.56539 -1.21522 -1.12243
H5 -0.46604 -0.98904 -2.52284
H6 -2.21604 -2.69029 -1.75871
C3 0.98370 2.16713 1.75156
S2 2.40076 1.16939 1.25416
S3 1.61706 -0.76747 1.24451
H7 1.17776 3.14636 1.32249
H8 0.07444 1.72661 1.35950
H9 0.89566 2.29053 2.81963
H10 2.20756 -0.90789 0.05310

These are the Löwdin partial charges, in e, on atoms 1 to 2:
1 C -0.23
2 C -0.62

=====

Stability, highest: ii

=====

i:
Formula: C3H4N2S
Source: OMol25
Level of theory: wB97M-V/def2-TZVPD

**HOMO level**: -8.78 eV
**HOMO-LUMO gap**: 9.3628 eV

Element x y z (Å)
S1 -2.57582 -0.01080 0.07991
C1 -0.74057 -0.29707 -0.10953
N1 0.08956 -1.26438 -0.17138
C2 1.35783 -0.72396 0.21225
C3 1.29836 0.60377 0.04417
N2 -0.11776 0.90647 -0.23246
H1 -3.01649 -1.43244 -0.08990
H2 2.33110 -1.06536 -0.04363
H3 1.98448 1.39033 0.36397
H4 -0.61071 1.89343 -0.05341

These are the Löwdin partial charges, in e, on atoms 1 to 2:
1 S 0.67
2 C -0.77

=====

ii:
Formula: C3H4N2S
Source: OMol25
Level of theory: wB97M-V/def2-TZVPD

**HOMO level**: -8.79 eV
**HOMO-LUMO gap**: 8.9742 eV

Element x y z (Å)
N1 -3.01972 -1.09392 -0.14153
C1 -2.34616 -0.16744 -0.03349
C2 -1.38049 0.98020 0.13326
N2 0.05886 0.74003 -0.16453
C3 0.86831 -0.21408 0.31554
S1 2.50456 -0.29680 -0.07429
H1 -1.48703 1.40091 1.16331
H2 -1.67135 1.82024 -0.49908
H3 0.58692 1.47604 -0.60311
H4 0.37451 -1.06328 0.77812

These are the Löwdin partial charges, in e, on atoms 1 to 2:
1 N 0.15
2 C -0.18

=====

Stability, highest: ii

=====

i:
Formula: C3H4N2S
Source: OMol25
Level of theory: wB97M-V/def2-TZVPD

**HOMO level**: -9.06 eV
**HOMO-LUMO gap**: 7.8106 eV

Element x y z (Å)
C1 0.29186 0.44099 -1.93447
N1 0.04904 -0.54814 -1.16771
N2 0.91337 -0.74130 -0.13117
C2 0.48869 -0.52306 1.05006
C3 -0.84311 -0.03101 1.40617
S1 -1.25508 0.40256 2.91349
H1 1.12957 1.13392 -1.75732
H2 -0.39905 0.58136 -2.78788
H3 1.20393 -0.73523 1.84170
H4 -1.57922 0.01991 0.56713

These are the Löwdin partial charges, in e, on atoms 1 to 2:
1 C -0.03
2 N -0.07

=====

ii:
Formula: C3H4N2S
Source: OMol25
Level of theory: wB97M-V/def2-TZVPD

**HOMO level**: -9.40 eV
**HOMO-LUMO gap**: 9.7553 eV

Element x y z (Å)
C1 0.36385 -0.98642 0.64172
N1 1.32411 -0.18776 0.81700
N2 1.18651 1.14719 0.43835
C2 0.53065 1.42945 -0.62755
S1 -0.51330 0.31922 -1.50841
C3 -0.94547 -0.62261 -0.01490
H1 0.52940 -2.02894 0.94196
H2 0.60646 2.44486 -0.98174
H3 -1.57902 -0.01720 0.62308
H4 -1.50320 -1.49778 -0.32951

These are the Löwdin partial charges, in e, on atoms 1 to 2:
1 C -0.23
2 N 0.00

=====

Stability, highest: ii

=====

i:
Formula: H8O4
Source: OMol25
Level of theory: wB97M-V/def2-TZVPD

**HOMO level (alpha / beta)**: -14.53 / -14.53 eV
**HOMO-LUMO gap (alpha / beta)**: 10.5412 / 2.9893 eV
**Total charge**: +1
**Spin multiplicity**: 2

Element x y z (Å)
O1 -2.06144 31.86908 -5.55680
H1 -2.40206 31.04280 -5.21409
H2 -1.97979 32.43258 -4.78736
O2 -2.12840 32.18533 -8.51987
H3 -2.47420 32.32955 -7.63904
H4 -2.39396 31.29212 -8.73867
O3 0.12840 33.81068 -8.58432
H5 -0.17051 34.33619 -7.84221
H6 -0.67687 33.50254 -9.00001
O4 -4.87566 29.43774 -9.73610
H7 -5.31402 28.81984 -10.32115
H8 -4.59246 30.15066 -10.30861

These are the Löwdin partial charges, in e, on atoms 1 to 2:
1 O -0.04
2 H 0.06

=====

ii:
Formula: H8O4
Source: OMol25
Level of theory: wB97M-V/def2-TZVPD

**HOMO level (alpha / beta)**: -13.70 / -13.70 eV
**HOMO-LUMO gap (alpha / beta)**: 9.6302 / 2.0543 eV
**Total charge**: +1
**Spin multiplicity**: 2

Element x y z (Å)
O1 0.74583 1.37542 -1.39679
H1 -0.02065 1.00565 -0.82814
H2 1.50929 1.76850 -0.91141
H3 -1.11023 0.30621 -4.15342
O2 -0.87837 -0.27739 -3.42694
H4 -0.34476 0.15974 -2.76812
O3 -0.83639 1.14280 0.60852
H5 -1.52013 0.47058 0.69784
H6 -1.30664 1.97219 0.73091
O4 1.46893 -3.06262 3.76210
H7 1.64115 -2.14209 3.44062
H8 0.65197 -2.71900 4.24483

These are the Löwdin partial charges, in e, on atoms 1 to 2:
1 O 0.20
2 H 0.08

=====

iii:
Formula: H8O4
Source: OMol25
Level of theory: wB97M-V/def2-TZVPD

**HOMO level (alpha / beta)**: -16.13 / -14.94 eV
**HOMO-LUMO gap (alpha / beta)**: 12.3700 / 3.1759 eV
**Total charge**: +1
**Spin multiplicity**: 2

Element x y z (Å)
O1 2.61569 -0.69274 -0.93079
H1 1.81818 -0.80542 -0.41358
H2 2.35437 -0.12217 -1.65356
O2 -0.42619 0.09235 1.06724
H3 -0.34189 0.51343 0.21178
H4 0.04104 0.67318 1.66771
O3 -0.46490 2.16406 -0.84437
H5 -0.86906 1.74760 -1.60558
H6 -0.17292 3.01756 -1.16457
O4 -1.48346 -2.41934 0.90339
H7 -1.82796 -2.67041 1.76043
H8 -1.24290 -1.49811 1.00193

These are the Löwdin partial charges, in e, on atoms 1 to 2:
1 O 0.08
2 H 0.03

=====

Stability, highest: i

=====

i:
Formula: C15H25KN4O2
Source: OMol25
Level of theory: wB97M-V/def2-TZVPD

**HOMO level**: -6.47 eV
**HOMO-LUMO gap**: 6.5820 eV

Element x y z (Å)
K1 -0.15186 -0.10311 1.82019
C1 -0.86109 -2.88243 -0.00510
N1 -0.39562 -1.61234 -0.55536
C2 -1.40289 -1.05872 -1.44637
C3 0.88339 -1.77174 -1.24257
C4 2.06489 -1.81927 -0.28709
N2 2.44960 -0.49736 0.21802
C5 3.27825 -0.64039 1.41491
C6 3.19212 0.24804 -0.78661
H1 -1.04657 -3.62039 -0.80163
H2 -1.78441 -2.72363 0.55157
H3 -0.13922 -3.29455 0.69754
H4 -1.58837 -1.70548 -2.31929
H5 -1.09023 -0.07562 -1.80269
H6 -2.34411 -0.94292 -0.90765
H7 1.00180 -0.94027 -1.94147
H8 0.87783 -2.68516 -1.86096
H9 2.92895 -2.28907 -0.78724
H10 1.82336 -2.45344 0.56742
H11 4.23022 -1.14730 1.19163
H12 2.75030 -1.21557 2.17374
H13 3.51223 0.34754 1.81676
H14 4.13326 -0.25715 -1.05541
H15 3.43285 1.24030 -0.40280
H16 2.60512 0.37311 -1.69697
C7 -2.52570 -2.61064 3.49819
O1 -1.34766 -1.90769 3.20513
C8 -0.05776 -2.79295 3.42275
O2 0.90474 -2.12590 3.12934
H17 -3.08938 -2.10894 4.29143
H18 -2.27388 -3.62609 3.82195
H19 -3.17450 -2.67575 2.61507
N3 -2.86248 3.69040 -0.20267
C9 -2.73176 2.68418 0.70788
N4 -1.63059 2.00127 0.56990
C10 -0.97825 2.59917 -0.50276
C11 0.24465 2.26439 -1.08266
C12 0.66408 3.01938 -2.15898
C13 -0.10966 4.08243 -2.65370
C14 -1.32188 4.42449 -2.08810
C15 -1.73886 3.65976 -1.00297
H20 -3.63784 4.32501 -0.26900
H21 -3.49007 2.49476 1.45185
H22 0.83669 1.44496 -0.69220
H23 1.60890 2.79346 -2.63651
H24 0.26080 4.64555 -3.49995
H25 -1.90944 5.24567 -2.47651

These are the Löwdin partial charges, in e, on atoms 1 to 2:
1 K 0.78
2 C -0.09

=====

ii:
Formula: C15H25KN4O2
Source: OMol25
Level of theory: wB97M-V/def2-TZVPD

**HOMO level**: -6.79 eV
**HOMO-LUMO gap**: 6.9473 eV

Element x y z (Å)
K1 0.22256 0.96629 0.89512
C1 -0.84071 -3.11553 -0.34201
N1 -0.97881 -1.76209 -0.85204
C2 -2.15442 -1.65252 -1.68796
C3 0.19775 -1.29279 -1.56575
C4 1.44485 -1.34198 -0.68662
N2 2.25159 -0.13223 -0.79398
C5 3.36346 -0.19001 0.14735
C6 2.74389 0.08896 -2.14350
H1 -0.65684 -3.84844 -1.14648
H2 -1.75773 -3.39595 0.17531
H3 -0.03525 -3.17508 0.38701
H4 -2.11676 -2.32707 -2.56111
H5 -2.24346 -0.63209 -2.06202
H6 -3.04498 -1.89548 -1.10785
H7 0.00482 -0.25035 -1.83524
H8 0.35563 -1.84737 -2.50880
H9 2.03912 -2.25150 -0.87674
H10 1.12626 -1.42649 0.35559
H11 4.06068 -1.00888 -0.08928
H12 2.98925 -0.34850 1.15952
H13 3.92282 0.74627 0.11549
H14 3.40266 -0.72592 -2.48436
H15 3.31146 1.01944 -2.17689
H16 1.91477 0.17400 -2.84505
C7 -2.48647 -0.67190 2.67894
O1 -1.25736 -0.01669 2.66692
C8 0.03875 -1.14689 2.83406
O2 1.03273 -0.50052 2.77894
H17 -2.93256 -0.69624 3.68333
H18 -2.37985 -1.71285 2.33969
H19 -3.20537 -0.17378 2.01359
N3 -2.87097 3.46477 -1.91109
C9 -2.51262 2.19020 -1.59808
N4 -1.27717 2.07735 -1.21004
C10 -0.76692 3.37085 -1.25610
C11 0.50512 3.85659 -0.94800
C12 0.71421 5.21555 -1.07882
C13 -0.29413 6.08720 -1.51248
C14 -1.55316 5.62299 -1.83257
C15 -1.76325 4.25570 -1.69502
H20 -3.78162 3.75954 -2.21533
H21 -3.21628 1.37525 -1.66492
H22 1.32390 3.22410 -0.62862
H23 1.68960 5.62404 -0.84908
H24 -0.07048 7.14176 -1.59720
H25 -2.33318 6.29241 -2.16974

These are the Löwdin partial charges, in e, on atoms 1 to 2:
1 K 0.83
2 C -0.09

=====

Stability, highest: i

=====

i:
Formula: C7H15ClN
Source: OMol25
Level of theory: wB97M-V/def2-TZVPD

**HOMO level (alpha / beta)**: -13.73 / -13.73 eV
**HOMO-LUMO gap (alpha / beta)**: 7.9748 / 7.9730 eV
**Total charge**: +1

Element x y z (Å)
C1 -2.93410 -0.42004 -0.07218
N1 -1.67169 0.20270 0.03678
C2 -1.66851 1.66967 0.30586
C3 -0.28120 -0.77442 -0.27640
Cl1 -0.83388 -2.22385 -0.82080
C4 1.08432 -0.28783 -0.11802
C5 2.15839 -1.40288 -0.37412
C6 1.53080 0.92970 -1.00662
C7 1.33755 -0.16580 1.44071
H1 -2.70940 -1.13978 -0.93742
H2 -3.79034 0.22404 -0.34550
H3 -3.36594 -1.01002 0.77601
H4 -1.30130 2.09625 -0.65633
H5 -1.07879 2.07324 1.16525
H6 -2.63440 2.05298 0.29641
H7 3.05656 -0.96035 -0.67009
H8 2.40238 -2.02161 0.51222
H9 1.69701 -2.06518 -1.13951
H10 2.51151 0.97286 -1.33035
H11 1.27896 1.81590 -0.44314
H12 1.05001 0.82890 -1.90469
H13 2.16592 0.41888 1.69955
H14 1.37478 -1.25274 1.92923
H15 0.62136 0.43939 1.93316

These are the Löwdin partial charges, in e, on atoms 1 to 2:
1 C -0.15
2 N -0.13

=====

ii:
Formula: C7H15ClN
Source: OMol25
Level of theory: wB97M-V/def2-TZVPD

**HOMO level (alpha / beta)**: -12.19 / -12.16 eV
**HOMO-LUMO gap (alpha / beta)**: 8.3644 / 8.1949 eV
**Total charge**: +1

Element x y z (Å)
C1 -1.88800 0.34054 0.92831
C2 -0.46980 0.61968 1.41499
C3 -2.00202 0.38716 -0.54912
C4 0.37079 -0.47006 -0.72647
C5 0.25457 -1.76799 -1.39310
C6 0.69959 0.83743 -1.38210
C7 1.87144 -0.07563 1.20929
N1 0.47273 -0.40921 0.75189
Cl1 -1.93395 2.01340 -1.09643
H1 -2.07737 -0.59419 1.30297
H2 -2.42784 1.30122 1.38351
H3 0.08139 1.52875 1.07232
H4 -0.21439 0.56578 2.55309
H5 -2.65159 -0.27288 -0.94181
H6 1.00891 -1.96922 -2.03971
H7 -0.60949 -1.81058 -2.07532
H8 0.23852 -2.47533 -0.59817
H9 1.81410 1.04335 -1.40645
H10 0.26327 1.73516 -1.00815
H11 0.58969 0.79757 -2.44575
H12 2.58275 -0.47833 0.37198
H13 2.04400 0.92862 1.28475
H14 1.86694 -0.61712 2.16350
H15 0.11576 -1.15811 1.22599

These are the Löwdin partial charges, in e, on atoms 1 to 2:
1 C -0.24
2 C -0.12

=====

Stability, highest: ii

=====

i:
Formula: C2H4OSe
Source: OMol25
Level of theory: wB97M-V/def2-TZVPD

**HOMO level**: -8.48 eV
**HOMO-LUMO gap**: 9.0307 eV

Element x y z (Å)
C1 -0.03634 -1.18187 -0.66867
C2 0.18286 0.14843 0.73673
O1 0.61830 -1.27724 -1.62696
Se1 -0.62852 1.82415 0.39281
H1 -0.84021 -1.87450 -0.45368
H2 -0.33624 -0.41811 1.56534
H3 1.19341 0.16446 0.88922
H4 -0.15327 2.61468 -0.83478

These are the Löwdin partial charges, in e, on atoms 1 to 2:
1 C -0.20
2 C -0.54

=====

ii:
Formula: C2H4OSe
Source: OMol25
Level of theory: wB97M-V/def2-TZVPD

**HOMO level (alpha / beta)**: -7.93 / -7.39 eV
**HOMO-LUMO gap (alpha / beta)**: 8.2462 / 7.7493 eV

Element x y z (Å)
C1 -1.12287 1.09219 0.22334
C2 0.26473 -1.20414 0.18508
O1 -0.24421 1.86847 0.07649
Se1 1.65567 -0.00797 0.07421
H1 -2.19748 1.27944 0.25954
H2 0.20147 -1.67573 1.15112
H3 0.02287 -1.79042 -0.68157
H4 1.41981 0.43815 -1.28821

These are the Löwdin partial charges, in e, on atoms 1 to 2:
1 C -0.11
2 C -0.47

=====

Stability, highest: i

=====

i:
Formula: C8H19N
Source: OMol25
Level of theory: wB97M-V/def2-TZVPD

**HOMO level (alpha / beta)**: -6.24 / -5.89 eV
**HOMO-LUMO gap (alpha / beta)**: 6.8566 / 6.6554 eV

Element x y z (Å)
C1 -0.72377 0.55138 -0.74126
C2 0.16675 0.17621 1.47210
C3 1.08758 -0.56162 0.73124
C4 -1.18885 1.93748 -0.34555
C5 0.03532 0.59454 -2.04795
C6 -1.87281 -0.42603 -0.80944
C7 2.28499 0.12253 0.12811
C8 0.86265 -1.98273 0.30419
N1 -0.90149 -0.29749 2.16323
H1 0.44226 1.19547 1.71010
H2 1.66167 -0.75365 2.30456
H3 -1.15480 0.18133 3.01077
H4 -1.07643 -1.28936 2.16318
H5 0.85517 1.31492 -2.03125
H6 -2.40802 -0.49300 0.13950
H7 -1.76207 1.92495 0.58447
H8 -0.35093 2.63066 -0.22561
H9 -1.84444 2.37182 -1.11955
H10 -0.63233 0.91007 -2.86871
H11 0.42319 -0.38298 -2.34614
H12 -1.54920 -1.42889 -1.09721
H13 -2.61218 -0.10593 -1.56375
H14 2.31218 -0.02394 -0.94978
H15 2.29037 1.19336 0.33062
H16 3.19582 -0.30763 0.54817
H17 0.72141 -2.02775 -0.77637
H18 -0.00374 -2.44577 0.77488
H19 1.74170 -2.57794 0.55745

These are the Löwdin partial charges, in e, on atoms 1 to 2:
1 C -0.44
2 C -0.28

=====

ii:
Formula: C8H19N
Source: OMol25
Level of theory: wB97M-V/def2-TZVPD

**HOMO level**: -9.23 eV
**HOMO-LUMO gap**: 10.3219 eV

Element x y z (Å)
C1 -2.16354 1.25166 0.93731
C2 -1.72730 -0.07214 1.56430
C3 -1.21887 0.15929 2.98386
C4 -0.69944 -0.80669 0.69119
C5 0.68340 -0.15402 0.63418
C6 1.57499 -0.76789 -0.45598
C7 1.70903 0.09079 -1.71916
C8 0.37681 0.24685 -2.46340
N1 2.75837 -0.49578 -2.54529
H1 -1.33458 1.95285 0.88014
H2 -2.54673 1.08769 -0.06714
H3 -2.94990 1.71277 1.53165
H4 -2.61280 -0.71794 1.62599
H5 -0.86386 -0.77011 3.42330
H6 -2.02135 0.54438 3.60783
H7 -0.40748 0.88065 2.98699
H8 -1.10341 -0.87654 -0.32028
H9 -0.58673 -1.82724 1.07011
H10 0.58128 0.91491 0.44931
H11 1.16906 -0.27088 1.60376
H12 2.58578 -0.91381 -0.07202
H13 1.19480 -1.75282 -0.73626
H14 2.06978 1.08414 -1.42171
H15 0.52157 0.83140 -3.37158
H16 -0.01719 -0.73043 -2.74388
H17 -0.35646 0.75834 -1.84682
H18 2.90850 0.06364 -3.37857
H19 2.47629 -1.42310 -2.84784

These are the Löwdin partial charges, in e, on atoms 1 to 2:
1 C -0.08
2 C -0.44

=====

Stability, highest: ii